C34H47CdN15O2P | wB97M-V/def2-TZVPD

As for the total charge: +1. For the relative energy (zero: lowest compared OMol25 entry of this formula, charge and spin), the calculation gives 6.8485 eV. For the HOMO energy, the calculation gives -7.9 eV. The molar mass comes out at 841.239 u.

Last column: Mulliken charge in e.
Cartesian coordinates (Å):
Cd  -1.04593  0.34995  0.00878  0.589
C  -1.24198  -1.60438  4.31554  0.177
C  -1.71062  -0.38995  3.52791  -0.490
N  -2.81378  -0.93499  1.55407  -0.797
C  -2.45103  -2.15451  1.54171  0.984
C  -2.21134  -3.08545  2.70082  -0.400
N  -1.69454  -2.89673  3.83897  -0.584
C  -2.18718  -2.66126  0.15782  0.517
C  -2.64555  -3.85558  -0.34718  -0.473
C  -2.39568  -4.13939  -1.69704  0.630
C  -1.71142  -3.20630  -2.46076  -0.671
C  -1.25477  -2.02645  -1.87473  0.055
N  -1.48105  -1.80471  -0.58309  -0.228
C  -0.54153  -0.92726  -2.59689  0.072
C  0.17185  -1.27106  -3.69625  -0.984
N  0.97819  -0.25005  -4.36426  1.135
C  0.24688  1.03416  -4.17649  -2.003
C  0.08808  1.37412  -2.75079  -0.087
N  -0.66433  0.30961  -2.06875  -1.019
C  -2.88640  -5.40049  -2.30362  0.437
C  -2.12316  -6.08590  -3.24061  -0.557
C  -2.62029  -7.26382  -3.77671  -0.367
N  -3.80126  -7.78092  -3.44907  -0.594
C  -4.52924  -7.11862  -2.55440  -0.423
C  -4.11932  -5.93764  -1.95441  -0.509
H  -1.30545  -1.57759  5.39764  0.526
H  -1.65699  0.53629  4.10473  0.508
H  -2.47503  -4.11739  2.46610  0.340
H  -3.19966  -4.55065  0.26873  0.514
H  -1.56862  -3.36697  -3.51978  0.990
H  0.27430  -2.28111  -4.06031  0.486
H  0.60761  1.79863  -4.84619  0.786
H  -0.52303  2.28150  -2.72701  0.442
H  -1.14384  -5.73014  -3.53333  0.480
H  -2.03852  -7.81999  -4.50268  0.368
H  -5.49167  -7.55037  -2.30529  0.362
H  -4.77274  -5.43618  -1.25220  0.471
N  0.02951  2.64617  0.56510  -0.438
N  0.71503  2.53788  1.78049  -0.132
C  0.57491  1.43229  2.53988  0.584
N  1.05257  1.43818  3.79675  -0.401
N  0.00795  0.38512  1.98398  -0.889
N  -0.54950  -0.65449  2.68935  0.824
O  -2.92782  -0.35818  2.82697  -0.365
O  0.10708  -1.29504  3.86998  -0.536
H  0.64651  2.49648  -0.26288  0.376
H  -0.44911  3.53793  0.52512  0.227
H  1.36829  3.25590  2.04895  0.225
H  1.59833  2.21180  4.13596  0.198
H  1.14599  0.54752  4.26339  0.217
N  1.29303  1.65431  -1.84916  0.614
P  2.72390  1.90414  -2.40929  -1.420
N  3.04759  0.95860  -3.76140  1.001
C  3.75654  1.34144  -4.97745  -0.920
C  2.90560  1.30457  -6.24623  -0.623
C  2.33902  -0.08305  -6.55721  -0.798
C  1.06731  -0.53964  -5.84060  -0.624
C  2.41004  -0.30683  -3.73328  -1.884
N  3.21613  3.42736  -2.88418  0.251
C  3.87612  4.31513  -1.90223  -0.167
C  3.57445  5.77853  -2.18972  -1.076
C  2.07073  6.05082  -2.23120  -0.778
C  1.33122  5.01240  -3.10411  -0.207
C  2.32124  4.11310  -3.83190  -0.275
N  3.82979  1.48053  -1.25203  1.005
C  3.47064  1.11548  0.11521  0.260
C  4.46129  0.09621  0.65748  -1.074
C  5.87857  0.67913  0.71906  -0.605
C  6.13997  1.63410  -0.46058  -0.949
C  5.23408  1.30497  -1.63813  -0.780
H  4.60844  0.66278  -5.11333  0.454
H  4.15945  2.34051  -4.82573  0.456
H  3.55965  1.59500  -7.07224  0.456
H  2.11276  2.05133  -6.19947  0.245
H  3.13571  -0.81767  -6.40594  0.325
H  2.09317  -0.13941  -7.61980  0.466
H  0.97992  -1.61983  -5.96663  0.206
H  0.17663  -0.07248  -6.25437  0.510
H  2.98720  -1.07177  -4.25565  0.700
H  2.23645  -0.62545  -2.70953  0.388
H  4.95716  4.15366  -1.92539  0.224
H  3.54109  4.07873  -0.88585  0.114
H  4.03718  6.07264  -3.13406  0.433
H  4.05102  6.38291  -1.41605  0.476
H  1.89878  7.06042  -2.60558  0.291
H  1.67665  6.03159  -1.21101  0.340
H  0.67553  5.49869  -3.82800  0.598
H  0.70331  4.36770  -2.48495  -0.227
H  2.92256  4.69048  -4.53931  0.522
H  1.79628  3.35607  -4.41296  -0.361
H  2.45855  0.71088  0.11052  -0.119
H  3.47297  2.00360  0.77017  -0.048
H  4.43903  -0.78161  0.00657  0.311
H  4.13990  -0.24034  1.64512  0.391
H  6.60716  -0.13285  0.72030  0.342
H  6.01411  1.21794  1.65917  0.333
H  7.18325  1.58588  -0.77419  0.499
H  5.94732  2.66687  -0.15944  0.190
H  5.41766  0.27697  -1.97586  0.341
H  5.45400  1.95445  -2.48705  0.616

***

C34H47NO13S | wB97M-V/def2-TZVPD

The SMILES is C#C[C@]1(Cc2ccccc2C)COS(=O)(=O)C[C@@H]1N.O=C1CCCO1.O=C1CCCO1.O=C1CCCO1.O=C1CCCO1.O=C1CCCO1. For the HOMO energy, the calculation gives -8.9 eV. The molar mass comes out at 709.811 u.

Last column: Mulliken charge in e.
Cartesian coordinates (Å):
C  -2.88500  -4.73031  -0.37826  0.285
C  -3.27933  -4.55389  -1.49157  -2.129
C  -3.59221  -4.02404  -2.82072  2.962
C  -4.89308  -4.71842  -3.35483  -1.815
C  -6.18709  -4.14135  -2.84158  1.164
C  -6.54398  -4.43411  -1.53261  -0.404
C  -7.69171  -3.90806  -0.98212  -0.902
C  -8.49006  -3.08427  -1.75125  -0.511
C  -8.16091  -2.79139  -3.05770  -0.767
C  -6.99869  -3.31788  -3.62216  0.893
C  -6.68365  -2.92009  -5.04456  -1.868
C  -2.49566  -4.54683  -3.76129  -1.573
O  -1.17620  -4.08808  -3.40434  -0.351
S  -1.04692  -2.56309  -3.79567  1.367
O  0.25886  -2.08441  -3.46655  -0.705
O  -1.38954  -2.33951  -5.17245  -0.688
C  -2.28248  -1.79075  -2.80463  -1.267
C  -3.68778  -2.49364  -2.79120  -0.493
N  -4.43534  -2.00850  -1.64752  -0.368
H  -2.43368  -4.92224  0.56047  0.499
H  -4.81356  -5.76927  -3.08498  0.500
H  -4.82996  -4.69731  -4.43732  0.538
H  -5.92172  -5.07068  -0.92146  0.410
H  -7.98186  -4.09932  0.03877  0.400
H  -9.39643  -2.66202  -1.33971  0.384
H  -8.79750  -2.14624  -3.64443  0.406
H  -7.60198  -2.74017  -5.59156  0.503
H  -6.14329  -1.97103  -5.03089  0.312
H  -6.04320  -3.62126  -5.56125  0.288
H  -2.72818  -4.34789  -4.80350  0.606
H  -2.48417  -5.62529  -3.64509  0.429
H  -2.39343  -0.74565  -3.06945  0.631
H  -1.92838  -1.83112  -1.77583  0.437
H  -4.20257  -2.19453  -3.70219  0.222
H  -4.42991  -0.99619  -1.66492  0.306
H  -4.01381  -2.31553  -0.77911  0.296
O  -0.67094  2.44131  0.58739  -0.578
C  0.00837  2.05188  -0.31802  0.512
O  -0.49102  1.81270  -1.55344  -0.367
C  0.53329  1.25086  -2.40014  -0.381
C  1.84935  1.67250  -1.76715  -0.272
C  1.48746  1.71675  -0.28468  -0.458
H  0.40556  0.16745  -2.43143  0.112
H  0.41347  1.63748  -3.40999  0.372
H  2.67174  1.00006  -2.00452  0.345
H  2.12468  2.67150  -2.10446  0.155
H  1.60986  0.74515  0.19737  0.304
H  2.04315  2.47590  0.26035  0.246
O  -0.24967  -0.65393  6.08210  -0.621
C  -0.43878  0.42037  5.58388  0.575
O  0.44540  1.43535  5.69027  -0.367
C  -0.09679  2.62777  5.08937  -0.516
C  -1.15196  2.13623  4.11034  -0.227
C  -1.65465  0.87094  4.80346  -0.408
H  -0.51985  3.24845  5.88211  0.259
H  0.70688  3.17632  4.60410  0.339
H  -1.92732  2.87237  3.91028  0.420
H  -0.68467  1.87871  3.15950  0.013
H  -2.45872  1.07415  5.51191  0.236
H  -1.96471  0.10240  4.10050  0.301
O  4.42073  4.13223  0.13453  -0.588
C  5.11504  3.75504  -0.76117  0.506
O  4.63424  3.53460  -2.01202  -0.304
C  5.66449  2.98013  -2.84814  -0.521
C  6.97419  3.38833  -2.18789  -0.240
C  6.59128  3.41417  -0.70984  -0.453
H  5.53567  1.89541  -2.88260  0.249
H  5.55601  3.37899  -3.85398  0.356
H  7.79849  2.71612  -2.42261  0.369
H  7.25579  4.39149  -2.50807  0.087
H  6.70339  2.43621  -0.23882  0.289
H  7.13924  4.16439  -0.14554  0.248
O  9.25350  6.30251  -0.20936  -0.571
C  9.95200  5.93714  -1.10573  0.500
O  9.48226  5.73640  -2.36414  -0.315
C  10.52085  5.19274  -3.19813  -0.387
C  11.82606  5.58917  -2.52167  -0.530
C  11.42770  5.59287  -1.04721  -0.392
H  10.39182  4.10887  -3.24829  0.223
H  10.42170  5.60627  -4.19880  0.347
H  12.65102  4.92059  -2.75921  0.326
H  12.11012  6.59649  -2.82863  0.261
H  11.53509  4.60804  -0.59059  0.245
H  11.96951  6.33192  -0.46490  0.310
O  -3.39200  0.31699  7.66059  -0.559
C  -3.41338  -0.76655  8.16838  0.509
O  -4.49229  -1.22873  8.84803  -0.378
C  -4.19632  -2.50725  9.43445  -0.431
C  -3.04492  -3.06656  8.61085  -0.587
C  -2.30222  -1.79632  8.19859  -0.219
H  -3.92202  -2.35133  10.48022  0.249
H  -5.08836  -3.12822  9.39409  0.325
H  -2.43433  -3.78202  9.15836  0.353
H  -3.43517  -3.56748  7.72344  0.264
H  -1.56631  -1.49083  8.94329  0.291
H  -1.82855  -1.88015  7.22690  0.174

***

C34H48BN7O8PS2 | wB97M-V/def2-TZVPD

As for the total charge: -1. For the HOMO energy, the calculation gives -5.6 eV. The molar mass comes out at 788.719 u.

Last column: Mulliken charge in e.
Cartesian coordinates (Å):
C  -1.07995  4.39464  -0.92044  -1.352
C  -0.00173  3.92619  0.06475  0.348
O  -0.31393  4.42191  1.37234  -0.610
C  -0.00376  2.39369  0.08210  0.053
O  1.28902  1.90242  0.31485  -0.576
C  1.43318  0.51721  0.12790  0.402
C  0.42589  -0.32306  0.91183  -2.276
C  0.53673  -1.80164  0.62675  -0.146
S  -1.05637  -2.57266  1.11081  -0.273
C  -0.87520  -4.13834  0.38111  0.489
N  -1.65203  -4.75991  -0.44693  -0.381
N  -1.02568  -5.97301  -0.71415  -0.330
C  0.07760  -5.97142  -0.03949  -0.121
O  0.24108  -4.84512  0.69453  -0.179
O  1.20083  0.18900  -1.20840  -0.478
B  2.52635  0.28266  -1.87155  1.170
C  2.60247  -0.28675  -3.39593  -0.619
P  1.22266  0.20621  -4.39674  0.902
O  1.35192  1.52497  -5.03329  -0.613
O  1.01176  -0.97381  -5.49225  -0.609
O  -0.12941  0.14588  -3.56096  -0.499
O  3.39004  -0.37335  -0.86098  -0.841
C  2.98018  0.18566  0.37389  1.009
C  3.84753  1.43103  0.62494  -0.204
C  5.34611  1.14245  0.57397  -1.230
C  6.01343  0.90258  1.93058  -0.445
S  5.93227  2.30962  3.07257  -0.254
C  3.25575  -0.78583  1.49784  -0.438
C  3.95952  -1.95659  1.21198  -0.157
C  4.20326  -2.84627  2.25071  -0.872
C  3.72428  -2.50346  3.50952  -0.364
C  3.05893  -1.30385  3.70141  -0.876
N  2.82161  -0.44257  2.70917  -0.299
H  -1.59918  5.27182  -0.54382  0.418
H  -1.84725  3.63187  -1.06650  0.204
H  -0.68430  4.60852  -1.90984  0.356
H  0.97004  4.28426  -0.24843  0.462
H  -1.20515  4.12089  1.55895  0.352
H  -0.41250  2.03348  -0.86096  0.195
H  -0.68008  2.09913  0.89446  -0.043
H  -0.59146  0.00392  0.70863  1.155
H  0.58681  -0.15292  1.97732  0.526
H  1.30350  -2.28001  1.22331  0.317
H  0.70423  -2.03363  -0.41724  0.427
H  0.82196  -6.74306  -0.02581  0.482
H  2.85337  1.47631  -1.93714  -0.403
H  3.47807  0.14986  -3.86671  0.319
H  2.74710  -1.37235  -3.40932  0.244
H  1.77348  -0.96041  -6.07994  0.329
H  -0.09136  -0.53549  -2.87721  0.302
H  3.61247  2.21645  -0.07644  0.659
H  3.61504  1.84799  1.60496  0.130
H  5.58999  0.30265  -0.07242  0.347
H  5.83190  2.01232  0.13518  0.439
H  7.07760  0.75226  1.76191  0.469
H  5.65633  -0.00850  2.40003  0.063
H  4.85432  1.95871  3.78367  0.101
H  4.30071  -2.15458  0.21259  0.475
H  4.72346  -3.77608  2.08432  0.438
H  3.88524  -3.16011  4.35257  0.457
H  2.70585  -1.05795  4.69155  0.493
N  -1.30109  6.11822  -6.03203  0.039
C  -1.62993  4.98608  -5.32959  -0.920
C  -0.56682  4.12520  -5.39197  -0.005
C  0.44499  4.76063  -6.15894  -0.559
C  -0.03441  5.98619  -6.53907  -0.522
H  -1.89370  6.91625  -6.15468  0.168
H  -2.58827  4.89378  -4.84702  0.427
H  -0.50622  3.14821  -4.94143  0.506
H  1.41341  4.35500  -6.39724  0.459
H  0.41357  6.77326  -7.12179  0.378
N  -4.95614  4.49434  -0.12438  0.175
C  -6.02236  5.07707  -0.75129  -0.566
C  -6.33448  6.22398  -0.07169  -0.390
C  -5.41655  6.33865  1.00790  -0.437
C  -4.57923  5.25778  0.94586  -0.564
H  -4.51594  3.63835  -0.40701  0.182
H  -6.46531  4.62773  -1.62324  0.412
H  -7.13046  6.90562  -0.32034  0.388
H  -5.37541  7.12428  1.74329  0.409
H  -3.75101  4.96769  1.56907  0.394
N  -3.50481  -0.79636  3.05152  0.109
C  -4.23150  -1.15849  4.14976  -0.507
C  -5.24375  -0.24739  4.30380  -0.517
C  -5.12126  0.70159  3.25243  -0.543
C  -4.03915  0.33211  2.49778  -0.366
H  -2.69779  -1.28108  2.70010  0.175
H  -3.96833  -2.02913  4.72531  0.361
H  -5.98861  -0.25934  5.08179  0.382
H  -5.75368  1.55477  3.07139  0.417
H  -3.60499  0.77318  1.61662  0.443
N  -1.09666  -9.04339  1.47838  0.062
C  -0.94199  -10.20831  0.78034  -0.311
C  -1.04667  -11.24626  1.66764  -0.573
C  -1.27846  -10.68251  2.95220  -0.473
C  -1.30560  -9.32178  2.80042  -0.425
H  -1.06874  -8.12182  1.07942  0.264
H  -0.77265  -10.19852  -0.28257  0.369
H  -0.96847  -12.29243  1.42397  0.378
H  -1.41108  -11.21499  3.87893  0.380
H  -1.45503  -8.53198  3.51623  0.356

***

Which value of molar mass does entry 2 give? 709.811 u

***

What is the formula in the second record? C34H47NO13S

***

Which of these has the highest molar mass? C34H47CdN15O2P